Entry 1:
120
Properties=species:S:1:pos:R:3 method="wB97M-V/def2-TZVPD" molar_mass_g_mol=720.60 spin_multiplicity=1 energy_ha=-3057.28695 gap_ev=9.1 relative_energy_kcal_mol=295.2
H -4.46 -0.37 -2.54
H -5.86 -1.11 -2.20
O -5.30 -0.37 -2.11
H -1.38 -3.92 -5.05
H -2.14 -3.31 -3.79
O -1.32 -3.56 -4.17
H 4.76 -4.27 -2.49
H 4.75 -3.47 -1.18
O 5.39 -3.82 -1.85
H 1.22 -4.99 4.68
H 1.25 -5.89 3.38
O 0.96 -5.08 3.75
H -1.75 4.82 2.33
H -1.76 3.53 2.75
O -2.42 4.27 2.71
H 0.23 3.60 5.72
O -0.69 3.22 5.71
H 0.69 0.79 1.35
O 1.16 0.27 2.02
H 2.77 -1.53 -3.41
H 4.04 -1.23 -2.63
O 3.23 -1.77 -2.59
H 2.13 0.83 5.34
H 1.30 -0.26 6.07
O 2.04 0.30 6.10
H -1.63 -2.04 -0.47
H -2.45 -1.38 0.76
O -2.00 -1.28 -0.07
H -1.27 0.70 3.53
H -1.92 -0.17 2.37
O -1.12 0.29 2.68
H -0.72 5.38 3.76
O 0.11 5.29 3.31
H 0.05 -2.21 -3.21
H 0.46 -1.39 -2.01
O 0.48 -1.36 -2.95
H -3.67 -5.64 0.16
H -2.41 -4.91 0.75
O -2.85 -5.76 0.57
H 3.34 5.41 -2.03
H 2.05 4.98 -2.87
O 2.43 5.07 -1.99
H 1.14 -4.34 -2.55
H 2.44 -3.33 -2.60
O 1.98 -4.07 -2.95
H -2.01 0.85 -0.76
H -0.37 0.80 -0.93
O -1.21 1.00 -1.28
H -1.95 -3.72 -2.26
H -0.54 -3.84 -1.83
O -1.49 -3.88 -1.48
H 0.83 -3.22 1.20
O 1.22 -2.86 1.98
H 3.46 2.99 3.46
H 4.64 2.20 3.76
O 4.13 2.93 4.12
H -1.18 1.51 0.57
O -0.79 2.17 1.12
H 0.59 1.98 -4.13
H 1.27 0.78 -3.77
O 1.13 1.30 -4.54
H 1.02 -4.59 -0.02
H -0.37 -5.33 -0.19
O 0.20 -4.77 0.39
H 2.02 -0.88 -0.26
H 0.98 -1.46 0.60
O 1.02 -1.12 -0.30
H -0.90 4.32 -4.56
H 0.40 3.63 -5.04
O 0.03 4.38 -4.61
H -3.80 -1.29 -4.73
H -2.81 -2.08 -5.54
O -3.49 -2.27 -4.89
H -3.05 1.76 -5.33
H -1.88 0.77 -5.50
O -2.78 0.85 -5.24
H -2.44 4.36 -2.87
H -2.15 3.33 -1.61
O -2.72 3.71 -2.26
H 1.96 5.08 1.76
H 1.46 4.28 0.66
O 2.09 4.17 1.35
H -2.75 -0.05 6.21
H -3.43 -0.20 4.64
O -2.63 -0.11 5.26
H 1.49 3.70 -1.72
H 0.54 2.79 -0.90
O 0.89 2.96 -1.76
H 3.14 -1.73 2.39
O 3.91 -2.33 2.25
H 3.59 1.70 1.47
H 3.64 2.30 0.12
O 4.25 2.04 0.80
H 1.04 -3.30 2.80
H -1.14 2.72 5.05
H -0.76 1.67 2.03
H 0.69 -0.43 2.48
H 0.31 4.38 2.96
H 3.42 -3.12 2.04
O 3.02 2.44 -3.15
H 2.31 3.05 -3.29
H 3.15 1.69 -3.72
O -0.95 -2.75 5.23
H -0.13 -3.09 4.93
H -1.39 -1.91 5.15
O 3.89 0.52 -1.08
H 3.14 1.05 -1.36
H 4.76 0.88 -1.33
O -2.03 -2.95 3.16
H -2.33 -3.44 2.38
H -1.23 -3.53 3.16
O -3.64 1.94 1.44
H -4.08 1.44 0.76
H -4.39 2.37 1.84
O -3.72 -4.40 -2.39
H -4.45 -4.23 -2.95
H -4.22 -4.53 -1.55
O -0.15 6.07 -0.89
H 0.60 6.02 -1.52
H -0.11 6.59 -0.04

Entry 2:
120
Properties=species:S:1:pos:R:3 method="wB97M-V/def2-TZVPD" molar_mass_g_mol=720.60 spin_multiplicity=1 energy_ha=-3057.51442 gap_ev=9.6 relative_energy_kcal_mol=152.4
H 1.00 0.43 -5.72
H 0.06 -0.75 -6.02
O 0.19 0.18 -6.18
H -0.48 1.82 0.27
H -0.57 0.99 -0.80
O 0.12 1.61 -0.47
H -2.62 0.11 0.76
H -2.75 1.29 0.07
O -2.08 0.91 0.67
H -1.59 4.83 0.11
H -2.19 3.48 0.32
O -1.94 4.07 -0.39
H 1.22 4.42 0.27
H 1.64 3.32 -0.67
O 2.01 4.10 -0.21
H -5.26 1.63 2.24
O -5.20 1.00 2.95
H -1.29 -2.34 -3.32
O -2.01 -1.72 -3.47
H -1.04 -2.94 5.45
H -1.05 -4.24 4.62
O -1.43 -3.34 4.67
H -0.86 -1.93 -0.61
H 0.57 -2.17 -1.30
O -0.33 -1.88 -1.44
H 1.79 -1.80 -5.92
H 3.33 -1.99 -5.87
O 2.62 -1.35 -5.81
H -4.91 -0.28 -4.65
H -4.40 -1.09 -3.51
O -4.73 -1.20 -4.42
H 0.39 6.23 -2.34
O -0.39 5.82 -2.73
H -1.35 6.80 -0.33
H -2.69 6.53 0.19
O -1.79 6.65 0.52
H 4.58 -2.70 3.40
H 3.50 -1.77 3.27
O 4.44 -1.75 3.50
H -2.17 -2.92 0.81
H -1.26 -1.71 1.32
O -1.91 -2.00 0.63
H -2.86 -0.93 5.13
H -3.52 0.39 5.38
O -2.96 -0.05 4.73
H 2.89 -3.25 -1.67
H 3.06 -1.76 -1.18
O 2.42 -2.49 -1.27
H 2.92 -4.15 3.94
H 1.86 -3.25 3.31
O 2.57 -3.88 3.09
H -1.10 3.87 4.04
O -0.50 4.63 3.97
H 1.21 -2.76 1.03
H 1.04 -1.38 0.42
O 0.74 -1.94 1.15
H -1.03 1.15 3.52
O -0.80 2.07 3.71
H -2.86 -5.11 -3.36
H -3.47 -3.73 -2.86
O -3.07 -4.57 -2.61
H 6.21 -1.19 0.58
H 5.96 -0.15 -0.60
O 5.65 -0.95 -0.17
H 1.41 1.36 -1.85
H 2.74 0.64 -2.31
O 2.19 1.41 -2.39
H -2.53 -0.72 -1.14
H -2.33 -0.21 -2.55
O -2.69 0.07 -1.68
H -0.66 0.66 -4.38
H -0.38 0.68 -2.94
O -0.95 1.13 -3.58
H 3.14 -0.99 5.09
H 2.21 0.04 4.77
O 2.33 -0.90 4.58
H -2.75 5.10 3.35
H -2.92 3.97 2.48
O -3.38 4.38 3.22
H 1.49 3.61 2.57
H 2.83 3.56 2.07
O 2.38 3.62 2.91
H 0.62 -2.75 -4.33
H 1.34 -4.12 -4.13
O 0.53 -3.71 -4.44
H 5.34 -2.72 -2.14
H 4.85 -3.47 -0.82
O 4.69 -3.31 -1.76
H 3.30 3.10 -2.59
O 3.86 3.67 -2.04
H -3.10 -4.82 0.38
H -2.14 -4.36 -0.78
O -2.19 -4.59 0.17
H 0.11 4.61 4.71
H -4.37 1.05 3.41
H -0.67 2.52 2.88
H -2.39 -1.97 -4.32
H -0.80 5.41 -1.95
H 3.12 4.03 -1.50
O 1.61 -5.26 -2.32
H 0.80 -4.82 -2.04
H 2.09 -5.45 -1.51
O -4.54 -1.86 1.89
H -3.58 -1.90 1.85
H -4.89 -1.87 1.00
O 3.20 -0.02 -0.54
H 3.30 0.95 -0.43
H 4.11 -0.21 -0.22
O -0.09 -5.07 3.30
H -0.30 -4.88 2.38
H 0.62 -5.69 3.40
O 4.10 2.44 0.55
H 3.51 3.21 0.45
H 4.98 2.83 0.50
O 1.08 5.52 1.89
H 1.18 6.34 1.39
H 0.48 5.62 2.65
O -5.02 -0.64 -1.20
H -5.90 -0.32 -0.98
H -4.53 0.19 -1.16

Entry 3:
120
Properties=species:S:1:pos:R:3 method="wB97M-V/def2-TZVPD" molar_mass_g_mol=720.60 spin_multiplicity=1 energy_ha=-3057.39478 gap_ev=9.3 relative_energy_kcal_mol=227.5
H 3.52 5.04 1.64
H 2.10 4.80 0.94
O 2.61 5.31 1.54
H -5.55 -2.28 -0.14
H -5.12 -3.57 -0.92
O -4.78 -2.76 -0.48
H 2.03 4.32 -1.88
H 2.51 4.76 -3.34
O 2.14 4.11 -2.78
H -3.00 -4.39 3.35
H -4.04 -3.37 3.66
O -3.83 -4.29 3.86
H -1.32 -3.97 -4.01
H -0.56 -3.83 -2.71
O -0.47 -3.68 -3.66
H 0.53 3.21 -2.03
O -0.27 2.67 -1.71
H -2.52 1.34 3.63
O -1.98 0.63 3.31
H 5.79 -2.54 -0.81
H 5.38 -1.38 0.17
O 5.48 -2.32 0.08
H -2.01 3.72 5.42
H -2.52 4.09 3.92
O -2.62 3.70 4.69
H -2.97 -5.05 0.41
H -2.66 -5.80 -0.70
O -3.47 -5.39 -0.34
H -0.77 -0.82 6.37
H 0.60 -0.23 5.92
O -0.26 -0.02 6.32
H -1.35 1.17 -2.94
O -1.93 0.50 -3.35
H 1.34 1.41 -4.03
H 0.23 0.47 -4.21
O 1.06 0.53 -3.71
H 2.29 0.35 -2.15
H 2.24 0.64 -0.70
O 1.71 0.21 -1.41
H 5.51 2.69 1.67
H 5.19 2.97 0.18
O 4.82 3.00 1.09
H -4.17 1.94 4.41
H -5.11 0.72 4.23
O -4.92 1.60 3.95
H -2.20 4.22 -0.59
H -1.07 3.35 -0.80
O -1.58 3.77 0.02
H -4.04 0.92 -4.07
H -4.50 2.36 -3.70
O -4.40 1.75 -4.45
H -0.10 2.43 5.85
O 0.55 2.94 5.32
H 1.46 -1.32 1.55
H 1.46 -2.85 1.46
O 1.51 -2.12 2.11
H 1.87 1.18 1.08
O 1.86 0.27 1.44
H 3.53 3.72 -0.56
H 3.58 5.10 -0.98
O 4.15 4.29 -1.05
H 1.06 -2.63 4.65
H 0.05 -2.58 5.59
O 0.93 -2.17 5.52
H 1.97 -5.07 -0.13
H 1.61 -5.19 1.24
O 1.45 -4.56 0.50
H 3.41 -0.87 -4.97
H 4.91 -0.38 -4.88
O 4.32 -1.13 -4.86
H 3.12 -1.18 -2.79
H 4.50 -1.64 -3.24
O 4.03 -1.18 -2.51
H 0.22 1.98 0.09
H 0.42 2.26 1.56
O 0.75 2.59 0.72
H -4.13 2.80 -0.63
H -2.89 2.38 0.07
O -3.62 2.02 -0.50
H -3.90 3.33 1.70
H -5.46 3.77 1.84
O -4.56 3.89 2.12
H -1.03 -5.27 2.25
H -1.09 -3.80 2.63
O -1.41 -4.67 2.90
H 5.15 -0.41 4.17
H 4.85 -1.56 3.26
O 4.43 -0.80 3.66
H -3.98 -2.24 -5.19
O -3.20 -1.85 -4.79
H -0.77 4.46 -4.69
H -0.84 3.38 -5.74
O -0.77 3.50 -4.79
H 1.35 3.20 5.77
H 0.24 1.83 -1.62
H 2.42 0.13 2.23
H -1.11 0.84 3.65
H -2.33 0.02 -2.63
H -2.99 -1.79 -3.84
O 3.23 -3.87 -0.98
H 3.88 -3.52 -0.33
H 3.57 -3.19 -1.61
O -0.12 -1.31 -0.46
H 0.78 -1.56 -0.75
H -0.22 -0.52 -1.02
O -1.15 -2.07 2.02
H -0.32 -1.55 2.15
H -1.72 -1.31 2.05
O 0.34 5.22 -1.48
H 0.28 6.14 -1.16
H 0.16 4.78 -0.60
O -0.79 -5.48 -0.05
H 0.10 -5.82 -0.19
H -0.65 -4.52 -0.17
O 0.79 -1.77 -5.23
H 0.39 -2.64 -5.47
H 0.00 -1.48 -4.73
O -2.42 -2.49 -2.21
H -1.49 -2.23 -2.19
H -2.71 -2.42 -1.28